Below is a cluster of 12 separate species, C17H58N12O12 in total at a distorted geometry, with properties calculated with wB97M-V/def2-TZVPD.

As for the SMILES: NC(N)=O.NC(N)=O.NC(N)=O.NC(N)=O.NC(N)=O.NC(N)=O.CCO.CCO.CCO.CCO.CCO.CO. The energy above the lowest of the compared OMol25 structures with the same formula, charge and spin comes out at 51.0 kJ/mol. Its spin multiplicity is 1. Its HOMO-LUMO gap is 0.291 Eh. Its total charge is 0. The calculation puts the total energy at -2242.407719 a.u. The HOMO energy is -8.13 eV.

Last column: Mulliken charge in e.
Atoms and positions in Å:
N1 1.4606 6.2577 -1.5111  -0.330
C1 1.5246 4.9967 -1.3741  0.611
N2 1.2526 4.6717 -0.1181  -0.034
O1 1.8516 4.0847 -2.3701  -0.776
H1 1.6666 6.7347 -2.3121  0.256
H2 1.3016 6.8847 -0.7411  0.119
H3 1.3106 3.6817 0.1089  -0.014
H4 0.8546 5.3007 0.5439  0.119
N3 -0.5254 4.3237 2.7099  -0.199
C2 -1.0284 3.2767 2.0739  0.227
N4 -1.0014 2.2117 2.8179  -0.073
O2 -1.6514 3.4367 0.8619  -0.640
H5 -0.5784 5.2507 2.2919  0.298
H6 -0.2144 4.2927 3.6479  0.144
H7 -1.4324 1.3947 2.4919  -0.146
H8 -0.6204 2.1697 3.7489  0.256
N5 -2.8924 -1.5923 1.4869  -0.176
C3 -2.3944 -1.4123 2.6769  0.390
N6 -2.9304 -0.4173 3.2909  -0.366
O3 -1.4234 -2.1813 3.2199  -0.855
H9 -2.5894 -2.5253 0.9609  0.298
H10 -3.3364 -0.8283 0.8889  0.165
H11 -2.4094 -0.1653 4.0889  0.283
H12 -3.6214 0.2357 2.9019  0.189
N7 -1.9194 -5.3693 1.4619  -0.372
C4 -1.4674 -4.3483 0.8349  0.302
N8 -2.3774 -3.7103 0.1539  -0.148
O4 -0.1894 -3.9373 1.0939  -0.729
H13 -1.3244 -6.1193 1.6939  0.312
H14 -2.8934 -5.6503 1.3309  0.168
H15 -2.0734 -3.1383 -0.6241  -0.178
H16 -3.1924 -4.2803 0.0059  0.278
N9 2.7566 -3.9573 -1.1241  -0.364
C5 1.7256 -4.2733 -1.8681  0.559
N10 1.5186 -3.4913 -2.8681  -0.522
O5 0.9596 -5.3313 -1.6361  -0.716
H17 2.9416 -4.4293 -0.2871  0.212
H18 3.5046 -3.4273 -1.5611  0.178
H19 0.9466 -3.9113 -3.6181  0.281
H20 2.2046 -2.7313 -3.1011  0.201
N11 1.0206 -1.7723 4.3229  -0.204
C6 2.0376 -2.4723 3.9059  0.354
N12 1.7116 -3.3743 2.9929  -0.210
O6 3.2856 -2.2933 4.4399  -0.761
H21 1.1466 -0.9483 4.9729  0.226
H22 0.1006 -1.8523 3.9159  0.304
H23 2.4886 -3.6133 2.4129  0.132
H24 0.7566 -3.5133 2.4849  0.373
C7 3.4496 0.2887 2.0259  -0.799
C8 2.3516 1.1347 2.6479  -0.099
O7 1.8976 2.2147 1.8629  -0.386
H25 4.3636 0.8317 1.8869  0.450
H26 3.2546 -0.1963 1.0099  -0.042
H27 3.5806 -0.5333 2.7739  0.304
H28 2.6856 1.5247 3.6039  0.522
H29 1.5486 0.5287 2.9979  -0.133
H30 1.1566 2.5337 2.2779  0.345
C9 -2.8814 -1.5213 -2.4411  -0.941
C10 -1.5374 -2.0113 -3.0031  -0.508
O8 -0.9114 -2.5863 -1.9181  -0.331
H31 -3.4964 -1.0793 -3.2111  0.523
H32 -2.6984 -0.6343 -1.7921  -0.072
H33 -3.3974 -2.2693 -1.8901  0.385
H34 -1.0474 -1.1743 -3.5101  0.386
H35 -1.7174 -2.7623 -3.7041  0.524
H36 -0.0264 -2.8083 -2.2641  0.058
C11 4.7016 1.9057 -2.3331  -1.349
C12 3.3396 1.2177 -1.9161  0.708
O9 3.5006 -0.1943 -1.7091  -0.640
H37 5.5806 1.8237 -1.6301  0.299
H38 4.5556 2.9577 -2.5231  0.364
H39 5.0476 1.4067 -3.2731  0.318
H40 2.5496 1.2967 -2.6191  0.154
H41 3.0266 1.6407 -0.9721  -0.154
H42 2.6616 -0.4833 -1.2811  0.263
C13 -2.6274 2.2177 -3.7871  -1.288
C14 -1.3594 2.1207 -3.0051  1.401
O10 -0.3744 3.0007 -3.5781  -0.613
H43 -3.2374 1.6297 -3.0931  0.203
H44 -2.7954 1.6877 -4.7281  0.338
H45 -2.9744 3.2137 -3.7391  0.375
H46 -0.8814 1.1867 -2.9731  -0.177
H47 -1.4634 2.4267 -2.0011  -0.368
H48 0.3916 3.0177 -2.9951  0.165
C15 -0.0954 0.5617 -0.1721  1.704
C16 0.2456 -0.8253 0.3089  2.528
O11 1.3336 -1.2853 -0.4691  -0.070
H49 -0.5734 0.3067 -1.1211  -0.855
H50 0.7896 1.1787 -0.3391  -0.488
H51 -0.7684 1.1397 0.4449  -0.733
H52 -0.6284 -1.4413 0.2919  -0.748
H53 0.6706 -0.8393 1.3229  -0.670
H54 1.4396 -2.2173 -0.3701  -0.146
C17 -3.8814 1.5427 -0.0871  -0.532
O12 -4.3334 0.1887 -0.2111  -0.482
H55 -3.9764 1.9247 0.9359  0.290
H56 -4.5104 2.2077 -0.6921  0.399
H57 -2.8874 1.7227 -0.4981  -0.005
H58 -5.2844 0.1467 -0.2611  0.204

=====

Below is the molecule C3H3NO2 at a distorted geometry, with properties calculated with wB97M-V/def2-TZVPD.

As for the SMILES: COC(=O)C#N. The energy above the lowest of the compared OMol25 structures with the same formula, charge and spin comes out at 187.7 kJ/mol. Its spin multiplicity is 1. Its HOMO-LUMO gap is 0.435 Eh. Its total charge is 0. The calculation puts the total energy at -321.306150 a.u. The HOMO energy is -11.79 eV.

Last column: Mulliken charge in e.
Atoms and positions in Å:
C1 0.5435 0.4269 0.9118  -0.669
O1 -0.4416 -0.6290 0.8445  -0.294
C2 -0.8798 -0.8847 -0.3823  0.560
O2 -1.6930 -1.6963 -0.7037  -0.467
C3 -0.2125 0.0023 -1.3736  0.410
N1 0.3342 0.7247 -2.0898  -0.376
H1 0.7981 0.8604 -0.0797  0.350
H2 0.1175 1.2068 1.5289  0.244
H3 1.4336 -0.0110 1.3440  0.243

=====

> Which of these has the highest total energy?

C3H3NO2

=====

> Among the records above, which one has the lowest HOMO?

C3H3NO2